Record 1
Entry from the OMol25 dataset: the molecule C6H14NO (wB97M-V/def2-TZVPD).

```
! RIJCOSX wB97M-V def2-TZVPD def2/J DEFGRID3
* xyz 0 2
C 0.4527 0.7770 0.8358
N 0.9005 -0.0451 1.9673
C 0.9668 0.6603 3.3608
O -0.0016 0.1952 4.0995
C 0.6515 -0.0145 -0.4626
C -0.5984 -0.4759 -1.1220
C -0.2062 -1.5537 -2.2076
C -1.4293 0.4998 -1.8517
H 1.0770 1.6689 0.8210
H -0.6286 1.0795 0.8962
H 0.2838 -0.8118 1.9931
H 1.8840 0.4362 3.8396
H 0.8784 1.6744 3.3147
H 1.3713 0.5895 -1.0254
H 1.2501 -0.9476 -0.1643
H -1.3724 -0.9480 -0.4182
H -1.0178 -1.8715 -2.7634
H 0.4507 -1.0061 -2.9655
H 0.2105 -2.4863 -1.7788
H -2.4987 0.3751 -1.8853
H -1.3429 0.6057 -2.9748
H -1.2815 1.5986 -1.5084
*
```

Results
HOMO energy (alpha / beta) = -0.3283 / -0.3241 Eh
expectation value of S² = 0.754
HOMO-LUMO gap (alpha / beta) = 10.035 / 7.257 eV



Record 2
Entry from the OMol25 dataset: a cluster of 2 separate species, C6H14NO in total (wB97M-V/def2-TZVPD).

```
! RIJCOSX wB97M-V def2-TZVPD def2/J DEFGRID3
* xyz 1 1
C -0.4870 1.3528 -1.0911
C -0.5852 -0.1480 -1.0566
C 0.5840 -0.8402 -0.3954
C 1.8391 -0.4091 -0.5686
C 0.9550 -3.1134 0.4877
C 0.3707 -1.9224 0.5798
N -1.5272 2.0109 -0.1774
H -0.6510 1.9015 -2.0363
H 0.5439 1.6665 -0.8365
H -0.6979 -0.5842 -2.1030
H -1.5980 -0.5559 -0.8454
H 2.2355 0.3331 -1.2563
H 2.5497 -0.7643 0.1836
H 1.8071 -3.3150 -0.1497
H 0.5962 -4.0756 0.8584
H -0.2688 -1.6691 1.4170
H -2.2229 1.3226 0.1262
H -1.9644 2.7478 -0.7321
H -1.0986 2.2304 0.7603
H -0.6911 1.0145 2.7759
H 0.6217 1.2747 1.9875
O -0.3108 1.5421 2.0721
*
```

Results
HOMO energy = -0.4556 Eh
HOMO-LUMO gap = 9.144 eV



Record 3
Entry from the OMol25 dataset: a cluster of 2 separate species, C6H14NO in total (wB97M-V/def2-TZVPD).

```
! RIJCOSX wB97M-V def2-TZVPD def2/J DEFGRID3
* xyz 1 1
O -0.9793 -0.5129 -0.8700
C -0.4075 0.3888 -1.4257
C 0.4262 1.3661 -0.7087
C 0.4366 1.5562 0.7268
C 0.5990 0.2924 1.6612
C 1.7255 -0.6806 1.1937
C 3.0966 -0.0244 1.1139
N -4.8376 -1.9209 -2.1731
H -0.3211 0.4551 -2.5231
H 0.7496 2.1966 -1.3444
H -0.5734 1.9293 0.9918
H 1.2264 2.2290 1.0560
H -0.2865 -0.3482 1.6506
H 0.7194 0.6885 2.6707
H 1.4042 -0.8533 0.1709
H 1.7542 -1.5927 1.7832
H 3.2003 0.7619 0.3485
H 3.4377 0.4609 2.0334
H 3.8855 -0.7657 0.9675
H -4.3004 -2.1054 -3.0117
H -5.2837 -1.0152 -2.1148
H -5.6718 -2.5053 -2.1967
*
```

Results
HOMO energy = -0.4490 Eh
HOMO-LUMO gap = 3.646 eV



What are the max |F| values for these records? In order: 5.78; 3.26; 3.08 eV/A.